DFT (ωB97M-V/def2-TZVPD) results for a molecular structure, C59H64INO6P2Zr in a non-equilibrium geometry.

Structure (XYZ):
```
134
Properties=species:S:1:pos:R:3:forces:R:3
Zr -1.40544 -0.18533 -0.85080 0.608 -0.805 0.726
O -5.04372 -1.94483 -1.53288 0.102 0.256 -0.022
C -3.95042 -1.48588 -1.69364 0.071 0.013 0.025
O -3.39283 -0.49301 -1.00086 -0.470 -0.462 -0.195
C -3.01940 -2.01079 -2.77519 -0.314 -0.080 -0.081
C -3.51014 -2.98403 -3.65619 0.110 0.065 0.016
C -2.69592 -3.40867 -4.66571 -0.056 -0.008 0.056
C -1.41697 -2.83714 -4.81578 0.039 -0.050 -0.130
C -0.55966 -3.19840 -5.88621 -0.049 0.035 0.086
C 0.64876 -2.58985 -6.03819 0.021 0.069 0.088
C 1.05161 -1.59187 -5.12070 -0.035 -0.076 -0.059
C 0.25754 -1.23819 -4.06889 0.018 0.034 0.033
C -0.99813 -1.85759 -3.88863 0.078 0.035 0.088
N -1.80766 -1.48349 -2.84167 -0.061 -0.052 -0.072
H -4.51253 -3.35280 -3.50755 -0.052 -0.023 0.018
H -3.02616 -4.16350 -5.36661 -0.012 -0.029 -0.039
H -0.89243 -3.95534 -6.58275 -0.016 -0.029 -0.031
H 1.29579 -2.86064 -6.85917 0.036 0.005 -0.037
H 2.00259 -1.09645 -5.26419 0.057 0.017 -0.008
H 0.56800 -0.47789 -3.36744 -0.041 -0.073 -0.068
I -0.47784 -3.10310 -0.33497 -0.304 -0.179 -0.293
C 0.25465 -3.36045 1.60828 0.209 -0.018 0.196
C 1.45990 -4.01462 1.58337 -0.089 0.014 0.319
C 2.06295 -4.45722 2.77861 -0.100 0.089 -0.165
C 1.39034 -4.29068 3.94626 -0.076 0.030 0.025
C 0.13815 -3.62698 3.98987 0.034 -0.012 0.122
C -0.53496 -3.55587 5.23330 -0.029 0.043 -0.106
C -1.74805 -2.94841 5.33415 0.039 -0.028 -0.007
C -2.28154 -2.30788 4.20620 -0.136 0.020 0.090
C -1.64922 -2.29270 2.98637 0.161 -0.067 -0.163
P -2.47274 -1.22817 1.73711 0.105 0.103 -0.087
C -2.86622 0.31203 2.63781 0.001 -0.029 0.074
C -3.81292 1.17456 2.08160 -0.072 -0.012 -0.206
C -4.17414 2.34609 2.72764 0.042 -0.050 0.092
C -3.57351 2.68895 3.93194 -0.003 -0.076 -0.056
C -2.58512 1.87061 4.45886 -0.017 0.078 -0.020
C -2.22371 0.69655 3.81200 0.015 -0.051 0.047
C -4.04592 -2.14349 1.56617 0.146 -0.143 -0.039
C -5.31143 -1.63382 1.81819 -0.087 0.160 0.060
C -6.43174 -2.44005 1.66824 -0.006 0.001 -0.012
C -6.30427 -3.75799 1.26651 0.074 0.014 0.004
C -5.04064 -4.28170 1.02830 -0.049 0.054 0.020
C -3.92342 -3.48169 1.18274 0.004 -0.022 -0.049
C -0.44632 -3.05603 2.81882 0.120 -0.018 -0.137
H 1.94814 -4.22651 0.64394 0.020 0.000 -0.090
H 3.01761 -4.95991 2.74680 0.048 -0.037 -0.017
H 1.79361 -4.67395 4.87281 0.022 -0.025 0.059
H -0.07250 -4.01989 6.09282 0.032 -0.020 0.057
H -2.28545 -2.92720 6.27022 -0.034 -0.003 0.049
H -3.22103 -1.77697 4.31973 0.039 -0.051 -0.028
H -4.28177 0.93029 1.13128 0.028 -0.019 0.088
H -4.93168 2.98368 2.29558 -0.050 0.049 -0.030
H -3.87321 3.58743 4.45174 -0.013 0.065 0.035
H -2.10461 2.13117 5.39264 0.018 0.012 0.029
H -1.46312 0.06596 4.25514 -0.013 0.029 -0.028
H -5.45574 -0.61459 2.15172 0.058 -0.072 -0.025
H -7.40946 -2.02672 1.87136 -0.038 0.005 0.011
H -7.18045 -4.37864 1.15259 -0.054 -0.035 -0.013
H -4.92393 -5.31468 0.73327 0.000 -0.048 -0.013
H -2.94658 -3.91962 1.01649 -0.026 0.009 0.038
C -0.60693 5.16092 3.61686 -0.102 0.017 -0.012
O -1.57604 5.48760 2.61892 -0.097 -0.092 -0.160
C -1.80528 4.63591 1.62306 0.125 0.069 0.115
C -2.71922 5.09723 0.64423 0.060 -0.187 -0.046
C -2.99498 4.30934 -0.42784 0.073 -0.001 0.095
C -2.38408 3.03362 -0.60201 -0.199 0.269 0.048
C -2.53177 2.35390 -1.83557 0.156 0.045 0.033
C -3.56087 2.75052 -2.83995 0.105 0.056 -0.178
O -1.76559 1.37822 -2.15787 -0.284 0.335 0.007
C -1.54118 2.56136 0.44497 0.119 -0.070 0.002
O -1.06795 1.32285 0.42562 -0.222 0.444 -0.020
C -1.22360 3.37380 1.52348 -0.014 0.219 -0.059
H -0.60821 6.00117 4.30568 0.029 -0.071 -0.026
H 0.37801 5.05202 3.16271 0.040 -0.025 0.009
H -0.89441 4.24730 4.13762 0.040 -0.004 0.036
H -3.15602 6.07539 0.76480 -0.041 0.074 0.019
H -3.66268 4.68188 -1.18881 -0.062 0.026 -0.056
H -3.28479 3.69334 -3.31581 -0.015 0.028 -0.015
H -4.53128 2.88439 -2.36556 -0.016 0.009 0.007
H -3.62519 1.98507 -3.60938 0.011 0.008 0.031
H -0.58681 2.97243 2.29609 0.015 -0.031 0.054
O 0.64184 -0.15513 -1.16348 0.415 0.446 -0.215
P 1.93692 0.70775 -0.96328 -0.228 -0.314 0.036
C 3.19083 -0.15116 -1.95785 0.052 -0.169 -0.035
C 3.04818 -1.70402 -1.86330 0.011 0.119 -0.030
C 4.27628 -2.36139 -1.24961 -0.036 -0.022 0.018
C 5.52261 -2.09140 -2.09369 0.038 -0.035 0.007
C 5.54228 -0.65389 -2.63919 0.004 0.042 -0.007
C 4.66153 0.27550 -1.80759 -0.066 0.069 -0.020
C 2.18778 0.81043 0.82358 0.016 0.096 0.181
C 1.80913 -0.50646 1.52230 -0.100 0.005 -0.007
C 2.19645 -0.42736 2.99423 -0.074 0.007 -0.015
C 3.72096 -0.38430 3.16223 0.006 0.006 0.027
C 4.40892 0.24530 1.94564 0.052 0.017 -0.026
C 3.56057 1.34674 1.31666 -0.097 0.022 0.030
C 1.51100 2.37919 -1.54219 -0.133 0.181 0.002
C 1.41553 2.52687 -3.07116 -0.051 -0.002 0.046
C 2.73842 2.90166 -3.73396 0.000 0.003 0.032
C 3.32898 4.15786 -3.10262 0.002 0.010 0.008
C 3.53133 3.97905 -1.60151 -0.010 -0.006 0.009
C 2.22786 3.59155 -0.91457 -0.076 -0.070 -0.036
H 2.87155 0.14534 -2.96581 0.021 -0.018 -0.024
H 2.91748 -2.08687 -2.87688 -0.010 -0.036 -0.031
H 2.14367 -1.98392 -1.32803 -0.032 -0.002 0.043
H 4.10848 -3.43627 -1.16558 -0.004 -0.018 -0.002
H 4.41793 -1.99934 -0.22868 0.008 0.009 0.040
H 5.54948 -2.79459 -2.92702 0.023 -0.024 -0.010
H 6.41764 -2.28321 -1.50094 -0.007 0.001 0.016
H 5.19122 -0.63293 -3.67415 -0.027 0.000 -0.035
H 6.56152 -0.26983 -2.65751 0.005 0.012 -0.015
H 4.79695 1.30505 -2.13354 -0.004 0.055 0.009
H 4.97492 0.22930 -0.76729 0.027 -0.001 0.104
H 1.41512 1.54628 1.09317 0.045 -0.070 -0.016
H 2.30973 -1.35757 1.05105 0.005 -0.016 0.007
H 0.73135 -0.67933 1.42459 0.127 0.043 -0.003
H 1.77152 -1.27041 3.54234 0.019 -0.001 -0.012
H 1.74360 0.47555 3.41708 -0.022 0.009 0.013
H 4.10483 -1.39564 3.30614 0.013 -0.009 0.006
H 3.97604 0.17344 4.06413 -0.006 0.001 0.012
H 4.60974 -0.52660 1.20095 0.012 -0.025 -0.036
H 5.38063 0.64989 2.22987 0.005 0.001 -0.016
H 4.11016 1.85030 0.52270 0.044 0.015 -0.085
H 3.36898 2.11467 2.06988 -0.002 0.011 0.011
H 0.48149 2.39291 -1.14755 0.185 0.024 -0.078
H 0.70598 3.33960 -3.25394 -0.043 -0.002 -0.029
H 0.96966 1.63937 -3.52828 0.030 -0.014 0.000
H 2.57650 3.04993 -4.80218 -0.019 0.017 -0.010
H 3.45903 2.08626 -3.64489 0.045 -0.069 -0.017
H 2.64611 4.99553 -3.26925 -0.022 0.050 -0.026
H 4.26959 4.42203 -3.58544 0.022 -0.014 -0.005
H 3.90559 4.90205 -1.15728 0.006 0.010 0.005
H 4.29649 3.22214 -1.41575 0.058 -0.068 -0.005
H 1.53080 4.42928 -1.01153 -0.028 0.021 -0.005
H 2.37273 3.45045 0.15532 0.025 -0.015 0.081
```
Positions in Å, forces in eV/Å.

Summary:
net charge: +2
ΔE to the lowest compared entry with this formula, charge and spin: 0.383 eV
LUMO: -5.473 eV

These are the Mulliken partial charges, in e, on atoms 1 to 99: number 1, Zr, carries -1.359; number 2, O, carries -0.635; number 3, C, carries -0.158; number 4, O, carries -0.297; number 5, C, carries 0.791; number 6, C, carries -1.127; number 7, C, carries -0.977; number 8, C, carries 0.948; number 9, C, carries -0.891; number 10, C, carries -1.085; number 11, C, carries 0.092; number 12, C, carries 1.258; number 13, C, carries -1.458; number 14, N, carries 0.237; number 15, H, carries 0.642; number 16, H, carries 0.510; number 17, H, carries 0.465; number 18, H, carries 0.437; number 19, H, carries 0.525; number 20, H, carries -0.549; number 21, I, carries 0.289; number 22, C, carries 0.383; number 23, C, carries -0.752; number 24, C, carries -1.212; number 25, C, carries -0.897; number 26, C, carries 1.369; number 27, C, carries -0.882; number 28, C, carries -1.196; number 29, C, carries -0.359; number 30, C, carries 0.221; number 31, P, carries 2.480; number 32, C, carries 0.178; number 33, C, carries -0.663; number 34, C, carries -1.167; number 35, C, carries -0.705; number 36, C, carries -1.365; number 37, C, carries -0.422; number 38, C, carries 1.067; number 39, C, carries -0.270; number 40, C, carries -0.876; number 41, C, carries -0.653; number 42, C, carries -0.759; number 43, C, carries -0.830; number 44, C, carries -0.343; number 45, H, carries 0.568; number 46, H, carries 0.490; number 47, H, carries 0.463; number 48, H, carries 0.464; number 49, H, carries 0.476; number 50, H, carries 0.605; number 51, H, carries 0.648; number 52, H, carries 0.539; number 53, H, carries 0.503; number 54, H, carries 0.517; number 55, H, carries 0.451; number 56, H, carries 0.526; number 57, H, carries 0.474; number 58, H, carries 0.428; number 59, H, carries 0.482; number 60, H, carries 0.249; number 61, C, carries -0.592; number 62, O, carries -0.444; number 63, C, carries 0.418; number 64, C, carries -1.463; number 65, C, carries -1.233; number 66, C, carries 0.101; number 67, C, carries 1.485; number 68, C, carries -2.343; number 69, O, carries -0.503; number 70, C, carries 0.963; number 71, O, carries 1.615; number 72, C, carries -0.098; number 73, H, carries 0.303; number 74, H, carries 0.273; number 75, H, carries 0.163; number 76, H, carries 0.526; number 77, H, carries 0.556; number 78, H, carries 0.467; number 79, H, carries 0.520; number 80, H, carries 0.396; number 81, H, carries 0.498; number 82, O, carries 1.962; number 83, P, carries -0.133; number 84, C, carries 1.036; number 85, C, carries 0.863; number 86, C, carries -0.445; number 87, C, carries -0.986; number 88, C, carries -1.053; number 89, C, carries 0.003; number 90, C, carries 1.307; number 91, C, carries 0.293; number 92, C, carries -0.419; number 93, C, carries -1.357; number 94, C, carries -0.526; number 95, C, carries -1.102; number 96, C, carries 1.293; number 97, C, carries -1.207; number 98, C, carries -0.234; number 99, C, carries -1.096